[1]
ORCA calculation (ωB97M-V/def2-TZVPD) on a cluster of 2 separate species, C4H12NO in total.

Charge: +1
LUMO level (eV): -9.9

Geometry as XYZ:
```
18
Properties=species:S:1:pos:R:3:forces:R:3:nbo_charge:R:1
O -3.73176 0.51859 -0.24235 -0.498 -0.085 -0.802 -0.68
C -2.44844 0.33629 0.24167 -0.076 -0.154 -0.055 -0.08
C -1.62745 -0.71733 -0.55234 -0.243 2.567 2.154 -0.44
N -0.29988 -0.66504 -0.15398 -1.316 -1.746 -1.661 0.10
C 2.31613 1.11277 0.19125 1.507 -0.516 0.576 -0.59
C 2.80918 -0.30252 0.45216 -1.118 -1.438 -0.934 -0.61
H -4.32868 -0.24392 -0.18131 0.372 0.173 0.322 0.49
H -1.92849 1.27378 0.04647 -0.042 0.148 0.236 0.21
H -2.43849 0.14374 1.31502 0.254 -0.241 0.045 0.20
H -2.10737 -1.72068 -0.48898 0.463 -0.393 -0.336 0.38
H -1.69390 -0.47482 -1.65202 0.316 -0.652 -0.241 0.37
H 2.49154 1.71454 1.08295 -0.530 0.097 0.041 0.23
H 0.11983 -1.34572 -0.82835 0.887 0.445 0.413 0.37
H 1.25164 1.08002 -0.07632 -0.005 0.386 -0.165 0.19
H 2.94788 1.56058 -0.57381 -0.489 0.140 -0.395 0.23
H 3.82432 -0.48536 0.79324 -0.017 0.554 0.395 0.25
H 2.09573 -0.85489 1.08289 0.362 0.269 0.573 0.19
H 2.74822 -0.93004 -0.45620 0.172 0.446 -0.169 0.18
```
Positions in Å, forces in eV/Å.

[2]
ORCA calculation (ωB97M-V/def2-TZVPD) on a cluster of 2 separate species, C4H12NO in total.

Charge: +1
LUMO level (eV): -3.1

Geometry as XYZ:
```
18
Properties=species:S:1:pos:R:3:forces:R:3:nbo_charge:R:1
C -2.90527 0.41990 -0.56279 -1.503 0.085 0.115 -0.67
C -1.53632 0.11339 -0.01649 0.511 1.478 0.271 -0.11
C -0.70233 1.09847 0.36839 -0.937 -0.876 -0.395 -0.10
N 0.65070 0.83256 0.86000 -0.298 -1.851 0.242 -0.73
H -3.35621 1.38120 -0.17523 0.711 -1.045 -0.120 0.24
H -2.92116 0.56383 -1.66398 0.293 -0.396 0.553 0.25
H -3.63582 -0.41297 -0.32331 0.904 0.977 -0.284 0.25
H -1.23279 -0.92778 0.07948 -0.010 0.151 -0.106 0.21
H -0.94657 2.15404 0.36004 -0.096 -0.122 -0.101 0.23
H 0.90309 -0.26292 0.82926 -0.488 1.025 -0.052 0.47
H 1.34260 1.27002 0.28405 0.494 0.589 -0.443 0.42
H 0.77874 1.16517 1.80347 0.040 0.220 0.495 0.43
C 2.59282 -1.01181 -0.40113 -0.796 -0.699 1.081 -0.27
O 1.51230 -1.60072 0.40311 -0.159 -0.014 -0.837 -0.72
H 2.13725 -0.52271 -1.24414 0.244 0.170 -0.615 0.18
H 3.07138 -0.30763 0.26197 0.381 0.186 -0.001 0.19
H 3.26177 -1.81733 -0.63675 0.456 -0.027 -0.475 0.23
H 0.98580 -2.13470 -0.22596 0.251 0.149 0.670 0.50
```
Positions in Å, forces in eV/Å.

[3]
ORCA calculation (ωB97M-V/def2-TZVPD) on a cluster of 2 separate species, C4H12NO in total.

Charge: +1
LUMO level (eV): -5.4

Geometry as XYZ:
```
18
Properties=species:S:1:pos:R:3:forces:R:3:nbo_charge:R:1
C -0.66871 2.33858 -0.25417 -1.021 0.151 -2.605 -0.62
C 0.10701 1.68650 0.81217 0.961 0.928 1.640 -0.44
C 0.96440 0.47169 0.43007 -0.746 0.040 3.761 -0.13
C 1.05465 -0.02306 -0.79618 -1.652 -1.293 -1.731 -0.06
N 0.05400 -1.23654 -1.29343 5.385 -1.052 1.673 -0.74
H 0.02462 2.64832 -1.01975 0.062 0.343 -0.543 0.21
H -1.45773 1.73642 -0.77873 0.831 -0.115 0.555 0.20
H -1.23750 3.22273 0.01073 0.278 0.184 0.676 0.25
H 0.67292 2.47747 1.32214 -0.057 -0.234 0.246 0.25
H -0.66681 1.32999 1.55636 1.312 -0.340 -0.325 0.25
H 1.34120 -0.10443 1.34829 -2.185 -0.330 -1.044 0.24
H 1.80630 0.15227 -1.51203 -0.425 1.449 -1.832 0.23
H -0.37218 -1.64388 -0.46326 -0.660 -0.465 0.498 0.47
H 0.72280 -1.92207 -1.71784 -1.494 0.318 -0.148 0.44
H -0.57579 -0.79318 -1.91568 -0.596 0.423 -0.821 0.44
H -1.58736 -2.17711 1.59685 -0.886 -0.018 1.103 0.51
H -0.50341 -3.30350 1.30942 -0.486 0.245 0.331 0.51
O -0.91115 -2.47619 1.02077 1.378 -0.233 -1.434 -0.98
```
Positions in Å, forces in eV/Å.

[4]
ORCA calculation (ωB97M-V/def2-TZVPD) on the ion C4H12NO with charge +1.

Charge: +1
LUMO level (eV): -3.2

Geometry as XYZ:
```
18
Properties=species:S:1:pos:R:3:forces:R:3:nbo_charge:R:1
C -0.16189 -2.29001 0.35771 0.285 0.709 -0.025 -0.63
C -0.14600 -0.88490 -0.22784 0.249 0.065 0.478 -0.03
C 0.95744 0.00437 0.35719 0.040 -0.291 -0.120 -0.45
C 1.16293 1.30819 -0.38601 -0.325 0.131 -0.396 -0.07
O -0.02942 2.10945 -0.30570 -0.159 -0.395 0.189 -0.77
N -1.48819 -0.23858 0.12195 0.334 -0.107 -0.350 -0.69
H -1.01217 -2.83605 -0.02330 -0.194 -0.380 0.036 0.23
H -0.17315 -2.23701 1.45107 -0.149 -0.113 -0.076 0.22
H 0.75464 -2.79076 0.07290 0.074 -0.226 -0.099 0.26
H -0.05812 -0.90320 -1.30832 -0.207 0.011 -0.216 0.23
H 0.74299 0.19536 1.40653 -0.041 0.094 0.239 0.22
H 1.89416 -0.56547 0.34882 -0.156 0.059 -0.127 0.26
H 2.00998 1.85189 0.00715 0.226 0.073 0.187 0.21
H 1.34934 1.11531 -1.44646 0.125 -0.059 0.042 0.18
H 0.18541 3.02291 -0.10135 -0.011 0.036 -0.045 0.51
H -1.42724 0.77570 -0.05237 0.068 0.164 0.196 0.48
H -2.27385 -0.62286 -0.40461 0.092 -0.095 -0.003 0.44
H -1.63798 -0.43748 1.11013 -0.249 0.325 0.089 0.43
```
Positions in Å, forces in eV/Å.

[5]
ORCA calculation (ωB97M-V/def2-TZVPD) on the ion C4H12NO with charge +1.

Charge: +1
LUMO level (eV): -3.1

Geometry as XYZ:
```
18
Properties=species:S:1:pos:R:3:forces:R:3:nbo_charge:R:1
C 0.55331 -0.92730 -2.05052 1.852 3.856 -3.127 -0.66
C 0.60516 -0.56383 -0.61547 2.298 2.110 1.191 -0.06
C 0.63725 0.99894 -0.23955 -3.146 -3.039 -2.755 -0.43
C 0.08354 1.25330 1.14377 -1.083 2.876 1.578 -0.10
O -0.98710 0.43172 1.84363 2.080 -0.214 -1.938 -0.77
N -0.63328 -1.08460 -0.07492 0.413 -3.537 1.176 -0.70
H 0.63122 -1.96544 -2.10827 -0.849 -1.870 -0.632 0.24
H -0.32625 -0.32056 -2.54845 1.360 -1.848 0.704 0.23
H 1.50012 -0.60801 -2.72516 -1.995 -0.336 1.911 0.27
H 1.48082 -0.97805 -0.08273 -0.594 -0.394 -0.247 0.23
H -0.09188 1.38868 -1.00984 0.835 0.208 0.719 0.21
H 1.62999 1.33646 -0.50159 0.121 0.501 0.669 0.27
H -0.40147 2.28150 1.10715 1.003 -1.093 0.154 0.21
H 0.91365 1.27572 1.81506 0.393 0.076 0.730 0.20
H -1.51789 1.03213 2.34267 -0.526 0.575 0.530 0.52
H -0.78530 -0.79702 0.92793 -1.078 0.341 -0.709 0.49
H -0.66474 -2.12765 -0.08974 0.640 0.532 0.255 0.43
H -1.31406 -0.94598 -0.78106 -1.724 1.256 -0.209 0.43
```
Positions in Å, forces in eV/Å.

[6]
ORCA calculation (ωB97M-V/def2-TZVPD) on a cluster of 2 separate species, C4H12NO2 in total.

Charge: -1
LUMO level (eV): 4.0

Geometry as XYZ:
```
19
Properties=species:S:1:pos:R:3:forces:R:3:nbo_charge:R:1
C -1.12165 -0.18773 -1.54038 1.596 2.117 -3.233 -0.64
C 0.26190 0.43886 -1.11519 1.704 -0.389 0.333 -0.04
C 1.56665 -0.40795 -1.39451 0.993 -1.399 -1.216 -0.70
N 0.24951 0.69927 0.33225 -1.680 2.338 0.053 -0.75
C 0.43110 -0.41969 1.39916 2.720 1.758 -3.100 0.13
O 1.60440 -1.01982 1.09946 -1.492 -0.826 3.123 -0.93
H -1.28754 -1.05729 -0.95979 -1.100 -0.190 1.315 0.23
H -1.06694 -0.66756 -2.57485 0.288 0.824 0.863 0.19
H -1.81971 0.72716 -1.71475 0.430 -2.086 1.083 0.20
H 0.52729 1.42350 -1.66624 -1.227 -1.299 0.901 0.17
H 2.29016 0.22761 -1.92997 -0.169 -0.082 -0.142 0.16
H 1.48120 -1.35945 -2.01476 -0.443 1.099 0.341 0.17
H 2.08138 -0.78981 -0.44943 -1.185 0.892 -1.053 0.33
H 0.70572 1.58844 0.56143 0.003 -0.863 -0.082 0.35
H -0.52000 -0.88984 1.18013 -0.332 -1.609 0.649 0.09
H 0.30990 0.24329 2.29873 0.257 -0.788 0.236 0.09
H -2.49442 1.04971 0.37452 -0.771 -0.215 1.110 0.45
H -1.46212 0.50947 1.21127 -2.814 0.824 0.652 0.50
O -2.51934 0.71468 1.30847 3.220 -0.108 -1.833 -1.01
```
Positions in Å, forces in eV/Å.

We obtain HOMO values of -15.1, -14.4, -12.4, -14.9, -15.4, -2.9 eV for the records listed above, in that order.
We obtain DFT total energy values of -7867.4531, -7872.5714, -7869.2022, -7874.0658, -7872.1880, -9925.5066 eV for the records listed above, in that order.
We obtain gap between HOMO and LUMO values of 5.23, 11.25, 7.01, 11.75, 12.23, 6.84 eV for the records listed above, in that order.